Entry from the OMol25 dataset: a 2-piece molecular cluster, C5H10Cl2Si overall at a distorted geometry (wB97M-V/def2-TZVPD).

Each line ends with the Löwdin charge.
Cartesian coordinates (Å):
C  -2.34722  0.72236  0.32987  -0.1648
C  -1.05281  1.42221  0.69905  -0.3985
Si  -0.45401  0.99914  2.49211  -0.1341
Cl  0.01897  -0.90327  3.02840  0.2856
Cl  1.05956  2.46968  2.54291  0.2144
H  -2.95189  1.28099  -0.40752  0.0844
H  -2.14396  -0.22454  -0.25561  0.0804
H  -2.82268  0.51472  1.17603  -0.0004
H  -1.19218  2.48297  0.58324  0.0548
H  -0.14878  1.24089  0.11020  0.0518
H  -1.20175  1.34476  3.63749  -0.0783
C  0.64532  -1.61255  -0.79204  0.0900
C  1.53940  -1.69200  -1.60593  -0.1989
C  2.59407  -1.67684  -2.62412  -0.1337
H  -0.22872  -1.48989  -0.27046  -0.0251
H  3.22846  -2.61282  -2.72957  0.0899
H  3.37209  -0.90827  -2.32533  0.0884
H  2.08614  -1.35756  -3.58872  0.0942

energy relative to the best compared isomer or geometry (same formula, charge and spin): 84.53 kcal per mole
DFT total energy: -1406.38693 Ha
total charge: 0
strongest force on any atom: 0.111 Eh/bohr
SMILES string: CC[SiH](Cl)Cl.C#CC
HOMO: -10.0 eV
frontier orbital gap: 10.7768 eV